1.
This record from the OMol25 dataset describes a 2-piece molecular cluster, C17H36IN2O4 overall. The level of theory is the ωB97M-V functional and the def2-TZVPD basis.

Net charge ... +1
HOMO energy ... -10.80 eV
Kohn-Sham gap ... 8.349 eV

Geometry (Å):
C -0.4621 -0.5370 -1.9120
O 0.8348 -0.1180 -1.5586
C 1.7685 -0.2684 -2.6216
C 3.0604 0.3736 -2.1482
C 4.0647 -0.5907 -1.5012
C 5.3810 -0.1530 -2.0901
O 6.3827 -0.7880 -2.2910
O 5.2546 1.1609 -2.4240
C 3.9376 1.3085 -3.0368
N 3.5587 2.6854 -2.7688
C 4.2218 1.0755 -4.5601
C 3.2939 0.2985 -5.4924
C 3.4351 -1.2226 -5.4216
I 3.8338 0.9339 -7.5076
H -1.0373 -0.6732 -1.0007
H -0.9449 0.1952 -2.5626
H -0.4500 -1.4957 -2.4397
H 1.9011 -1.3335 -2.8073
H 1.3526 0.1908 -3.5181
H 2.7133 1.0373 -1.3611
H 4.1301 -0.3901 -0.4362
H 3.8920 -1.6448 -1.6907
H 2.8517 2.9914 -3.4248
H 4.3799 3.2635 -2.9006
H 5.2068 0.6221 -4.6582
H 4.3314 2.0789 -4.9633
H 2.2634 0.6260 -5.4311
H 2.6291 -1.6817 -4.8652
H 3.4160 -1.6701 -6.4096
H 4.3793 -1.4949 -4.9526
C -4.2570 1.6797 2.3063
C -3.6052 1.0955 3.5412
N -3.8847 -0.3710 3.7884
C -5.3647 -0.5465 3.9548
C -3.2837 -0.7767 5.1181
C -1.7730 -0.7126 5.2713
C -3.4880 -1.2857 2.6504
C -2.0673 -1.2516 2.1231
O -1.7650 0.0111 1.5858
C -0.3757 0.3450 1.5747
H -5.3442 1.6881 2.3684
H -3.9363 2.7168 2.2239
H -3.9486 1.1756 1.3945
H -3.9680 1.6038 4.4357
H -2.5294 1.2149 3.4990
H -5.7079 0.1238 4.7376
H -5.5619 -1.5782 4.2321
H -5.8633 -0.3208 3.0198
H -3.6386 -1.7881 5.3096
H -3.7555 -0.1145 5.8421
H -1.2805 -1.5981 4.8794
H -1.5508 -0.6824 6.3370
H -1.3257 0.1731 4.8258
H -4.1720 -1.0534 1.8372
H -3.7108 -2.2935 3.0008
H -2.0366 -2.0122 1.3320
H -1.3394 -1.5515 2.8754
H 0.2537 -0.5444 1.6150
H -0.1413 0.9953 2.4233
H -0.1587 0.8789 0.6531

Löwdin population analysis, charges in e, atoms 1 to 5: -0.101, -0.198, -0.179, -0.170, -0.012

---

2.
This record from the OMol25 dataset describes C3H11FPTl as an isolated structure. The level of theory is the ωB97M-V functional and the def2-TZVPD basis.

Net charge ... +2
HOMO energy ... -18.20 eV
Kohn-Sham gap ... 4.132 eV

Geometry (Å):
C -1.5987 1.5335 -0.7507
C -1.1847 0.0590 -0.3730
F -1.6173 -0.1395 0.9439
C 0.3641 -0.1083 -0.5094
P 1.0964 -1.3410 0.7757
H -2.6777 1.5162 -1.0062
H -0.9506 1.9815 -1.5334
H -1.5116 2.1577 0.1772
H -1.6630 -0.6615 -1.0688
H 0.6517 -0.4911 -1.5194
H 0.8838 0.9324 -0.4060
H 2.4362 -0.7368 0.6538
H 1.4390 -2.3302 -0.2714
H -0.1945 -2.0599 0.9367
H 0.7534 -0.3454 1.8329
H 1.6155 -2.1913 1.8260
Tl 2.1580 2.2245 0.2920

Löwdin population analysis, charges in e, atoms 1 to 5: -0.018, -0.396, -0.043, -0.410, 0.699

---

3.
This record from the OMol25 dataset describes C29H40ClN10ORuS2 as an isolated structure. The level of theory is the ωB97M-V functional and the def2-TZVPD basis.

Multiplicity ... 2
Net charge ... +2
HOMO energy (alpha / beta) ... -12.18 / -12.18 eV
Kohn-Sham gap (alpha / beta) ... 6.656 / 3.086 eV

Geometry (Å):
Ru 0.6145 2.3852 1.4702
C -2.1354 6.6832 0.0765
S -1.4547 5.5921 -1.1842
C -0.3669 4.5821 -0.2680
S -0.3054 4.5875 1.4746
N 0.4194 3.8446 -1.0056
N 1.2811 3.1664 -0.1698
C 2.5493 3.3155 -0.3277
C 3.3454 2.9952 0.8461
C 4.7290 3.0689 0.9007
C 5.3579 2.9051 2.1227
C 4.5849 2.6819 3.2527
C 3.2095 2.6111 3.1227
N 2.5931 2.7592 1.9487
H -2.8026 7.3543 -0.4621
H -1.3489 7.2659 0.5487
H -2.6971 6.1316 0.8250
H 2.9365 3.8527 -1.1847
H 5.2924 3.2678 -0.0006
H 6.4351 2.9637 2.1968
H 5.0357 2.5716 4.2283
H 2.5710 2.4447 3.9813
C 3.3307 -4.3456 -3.1101
C 2.6446 -4.5898 -1.7625
C 1.8921 -5.9285 -1.8309
C 3.7105 -4.7174 -0.6601
C 1.6645 -3.4122 -1.4450
O 0.9388 -3.6775 -0.2434
C 0.6162 -3.2078 -2.5531
C -0.5515 -2.3422 -2.0548
C -1.2648 -2.9474 -0.8997
C -1.4326 -2.2223 0.3187
C -2.1374 -2.7533 1.3528
C -2.7214 -4.0353 1.2032
Cl -3.5813 -4.7046 2.4812
C -2.6016 -4.7633 -0.0081
C -1.8903 -4.2248 -1.0332
C 2.4630 -2.0930 -1.2265
N 2.0114 -1.2674 -0.1169
C 1.4651 -0.0512 -0.1650
N 1.3102 0.4091 1.0655
C 1.8184 -0.5876 1.8466
N 2.2624 -1.6115 1.1630
H 4.1008 -5.1013 -3.2650
H 3.8254 -3.3727 -3.1509
H 2.6343 -4.4144 -3.9467
H 2.5976 -6.7066 -2.1208
H 1.0886 -5.9425 -2.5665
H 1.4870 -6.2491 -0.8649
H 4.1812 -5.6978 -0.7285
H 3.2881 -4.6166 0.3414
H 4.5106 -3.9845 -0.7619
H 0.9932 -4.6206 -0.0463
H 0.2330 -4.1736 -2.8794
H 1.0601 -2.7381 -3.4305
H -1.2717 -2.2475 -2.8770
H -0.2302 -1.3324 -1.8020
H -0.9736 -1.2449 0.4089
H -2.2573 -2.2278 2.2902
H -3.0845 -5.7270 -0.0940
H -1.8009 -4.7615 -1.9688
H 2.4107 -1.4690 -2.1179
H 3.5096 -2.3081 -1.0385
H 1.1940 0.4689 -1.0708
H 1.8693 -0.5393 2.9219
C -4.5295 4.2958 2.1071
C -5.2141 3.4064 1.0740
C -5.0366 3.9420 -0.3428
C -4.7670 1.9463 1.1873
N -3.3806 1.7321 0.7482
C -2.9096 1.3268 -0.4390
N -1.5977 1.3634 -0.4137
N -1.2986 1.8269 0.8095
N -2.3502 2.0387 1.5211
H -4.9219 5.3108 2.0420
H -3.4501 4.3408 1.9480
H -4.7030 3.9366 3.1227
H -6.2838 3.3755 1.3023
H -3.9793 4.0445 -0.6032
H -5.4836 4.9321 -0.4269
H -5.5187 3.3027 -1.0865
H -5.3808 1.3008 0.5594
H -4.8261 1.5947 2.2162
H -3.5251 1.0330 -1.2717

Löwdin population analysis, charges in e, atoms 1 to 5: 0.895, -0.411, 0.871, -1.088, 0.596

---

The lowest net charge belongs to which entry?
C17H36IN2O4

---

Repeat the first record exactly.
This record from the OMol25 dataset describes a 2-piece molecular cluster, C17H36IN2O4 overall. The level of theory is the ωB97M-V functional and the def2-TZVPD basis.

Net charge ... +1
HOMO energy ... -10.80 eV
Kohn-Sham gap ... 8.349 eV

Geometry (Å):
C -0.4621 -0.5370 -1.9120
O 0.8348 -0.1180 -1.5586
C 1.7685 -0.2684 -2.6216
C 3.0604 0.3736 -2.1482
C 4.0647 -0.5907 -1.5012
C 5.3810 -0.1530 -2.0901
O 6.3827 -0.7880 -2.2910
O 5.2546 1.1609 -2.4240
C 3.9376 1.3085 -3.0368
N 3.5587 2.6854 -2.7688
C 4.2218 1.0755 -4.5601
C 3.2939 0.2985 -5.4924
C 3.4351 -1.2226 -5.4216
I 3.8338 0.9339 -7.5076
H -1.0373 -0.6732 -1.0007
H -0.9449 0.1952 -2.5626
H -0.4500 -1.4957 -2.4397
H 1.9011 -1.3335 -2.8073
H 1.3526 0.1908 -3.5181
H 2.7133 1.0373 -1.3611
H 4.1301 -0.3901 -0.4362
H 3.8920 -1.6448 -1.6907
H 2.8517 2.9914 -3.4248
H 4.3799 3.2635 -2.9006
H 5.2068 0.6221 -4.6582
H 4.3314 2.0789 -4.9633
H 2.2634 0.6260 -5.4311
H 2.6291 -1.6817 -4.8652
H 3.4160 -1.6701 -6.4096
H 4.3793 -1.4949 -4.9526
C -4.2570 1.6797 2.3063
C -3.6052 1.0955 3.5412
N -3.8847 -0.3710 3.7884
C -5.3647 -0.5465 3.9548
C -3.2837 -0.7767 5.1181
C -1.7730 -0.7126 5.2713
C -3.4880 -1.2857 2.6504
C -2.0673 -1.2516 2.1231
O -1.7650 0.0111 1.5858
C -0.3757 0.3450 1.5747
H -5.3442 1.6881 2.3684
H -3.9363 2.7168 2.2239
H -3.9486 1.1756 1.3945
H -3.9680 1.6038 4.4357
H -2.5294 1.2149 3.4990
H -5.7079 0.1238 4.7376
H -5.5619 -1.5782 4.2321
H -5.8633 -0.3208 3.0198
H -3.6386 -1.7881 5.3096
H -3.7555 -0.1145 5.8421
H -1.2805 -1.5981 4.8794
H -1.5508 -0.6824 6.3370
H -1.3257 0.1731 4.8258
H -4.1720 -1.0534 1.8372
H -3.7108 -2.2935 3.0008
H -2.0366 -2.0122 1.3320
H -1.3394 -1.5515 2.8754
H 0.2537 -0.5444 1.6150
H -0.1413 0.9953 2.4233
H -0.1587 0.8789 0.6531

Löwdin population analysis, charges in e, atoms 1 to 5: -0.101, -0.198, -0.179, -0.170, -0.012